The following is a quantum chemistry calculation of a structure of composition C5H16Ag2FO5, from the Open Molecules 2025 dataset.

```
29
Properties=species:S:1:pos:R:3:forces:R:3
Ag -0.89866 -0.61282 2.93282 0.2705 -0.5669 6.4770
Ag -2.63348 -1.19867 0.76197 -5.6959 -3.0564 -1.3514
F -0.89854 -0.31325 1.07344 0.2363 8.3008 10.6119
C -1.14859 -0.01247 -1.75338 0.1484 0.0550 -1.6829
O -1.75316 0.45561 -0.54963 -1.9486 -1.5601 -7.9819
H -1.24980 0.74174 -2.53379 -0.3345 0.0870 0.1086
H -0.08018 -0.22539 -1.71766 -0.5359 0.9123 0.7249
H -1.53550 -0.95120 -2.14981 -0.5398 -0.0392 0.1164
H -1.23627 0.07485 0.16412 -0.3097 2.2428 -6.2216
C -0.63789 2.54186 0.93900 0.1532 0.5079 1.2335
C 0.58219 1.97994 1.76536 -1.0549 -0.3144 -1.4689
O 1.15298 0.84552 1.12587 1.0665 0.5477 0.7977
O -1.86129 1.78633 0.94865 0.5053 2.6388 4.4271
H -0.38114 2.70053 -0.10838 0.4095 0.0457 0.0191
H -0.86073 3.48923 1.42985 -0.1096 0.2173 -0.3531
H 0.28381 1.72413 2.78204 -0.3676 0.0333 0.5266
H 1.39595 2.69767 1.86907 -0.2684 0.1690 -0.2130
H 0.55074 0.09915 1.08302 1.5612 1.5185 0.2588
H -1.57596 0.87600 1.05575 -1.5208 3.9104 0.9853
C 1.08789 -1.40529 -0.31628 0.7745 -1.9750 -0.8057
C 1.31723 -1.93736 -1.73174 1.3176 0.2083 -0.5391
O 2.67719 -1.67120 -2.12180 -0.5173 0.4937 -0.1102
O -0.17615 -1.82557 0.21276 3.2298 -6.3768 -3.5445
H 1.25599 -0.32914 -0.27477 -0.1533 -0.4168 -0.7938
H 1.90227 -1.83002 0.27067 0.0347 -0.1534 0.3434
H 0.72707 -1.37951 -2.45880 0.2461 -0.4538 -0.0955
H 1.12756 -2.99864 -1.89244 -0.3850 -0.0689 0.5462
H 3.32448 -2.18134 -1.62948 -0.2219 -0.2451 0.1919
H -0.45801 -1.14069 0.82358 4.0096 -6.6617 -2.2071
```
Positions in Å, forces in eV/Å.

Computed properties:
**Calculated total energy**: -969.3124 Eh
**HOMO-LUMO gap**: 6.03 eV
**Net charge**: +1
**HOMO level**: -0.4688 Ha

These are the Löwdin partial charges, in e, on atoms 1 to 4: 1.021 0.996 -0.326 -0.092


The following is a quantum chemistry calculation of the molecule C20H27N5O4S2, from the Open Molecules 2025 dataset.

```
58
Properties=species:S:1:pos:R:3:forces:R:3
C -3.47383 -0.70679 -0.94972 -0.2594 0.0909 -0.0083
C -4.44855 0.46819 -0.92295 0.1044 -0.0125 -0.0027
C -4.23061 1.37618 -2.12918 -0.1649 -0.1593 0.1507
C -4.34257 1.24121 0.40778 -0.2543 -0.1267 -0.2494
C -2.94996 1.55878 0.80859 0.2825 0.6102 -0.3746
N -2.37894 1.02593 1.82992 -1.1720 -0.6218 0.1905
N -1.12163 1.42447 2.02828 1.4967 0.3951 0.3905
C -0.71526 2.26948 1.14040 -0.9787 0.2859 -0.5522
N 0.54255 2.78991 1.08937 0.1860 0.0111 0.2766
C 0.95107 3.51805 0.01148 0.5598 0.3150 0.3214
O 0.17445 3.94183 -0.81820 0.0291 0.1378 -0.2918
C 2.44921 3.72030 -0.06934 0.0075 -0.1048 -0.1451
C 3.09062 2.42832 -0.59419 -0.1526 0.1449 0.1718
C 3.26502 1.40565 0.51462 0.4615 0.0748 -0.3786
O 3.01892 1.67014 1.68184 -0.1076 0.1202 0.3626
N 3.81331 0.21486 0.17731 0.0704 -0.1866 0.2406
C 3.95278 -0.31712 -1.16218 0.2024 -0.0115 -0.2816
C 3.36807 -1.74664 -1.21077 0.0949 0.1712 -0.4507
N 2.28852 -1.89767 -0.26216 -0.9766 0.3839 -0.3647
S 0.88716 -1.03649 -0.67176 0.2471 -0.6170 0.1619
O 0.75986 -1.14204 -2.09573 -0.0267 -0.2684 -0.1549
O 0.89482 0.28880 -0.11179 -0.1781 -0.2966 0.2233
C -0.33650 -2.04332 0.14284 0.3299 0.3760 -0.1231
C -0.74822 -3.19609 -0.49873 -0.0626 -0.1536 -0.1619
C -1.68269 -4.01116 0.11598 0.0828 0.0430 -0.1157
C -2.19056 -3.66267 1.35924 -0.0060 0.0473 0.0877
C -1.76931 -2.50359 1.99032 0.0220 -0.0702 -0.0261
C -0.82932 -1.68593 1.38230 0.0441 0.1787 0.0618
C 2.70592 -1.73068 1.11828 0.1019 -0.0267 0.4790
C 3.92390 -0.79800 1.20825 -0.0767 0.0360 0.2000
S -1.91665 2.68804 -0.05346 -0.2638 -0.5948 0.6698
H -2.44482 -0.35405 -0.99062 0.1063 0.0336 -0.0071
H -3.58631 -1.32047 -0.05872 0.0550 -0.1238 0.0945
H -3.65098 -1.32790 -1.82484 0.0094 -0.0851 -0.1002
H -5.47017 0.07334 -0.97414 0.0591 0.0469 0.0198
H -4.36341 0.81191 -3.04958 0.0155 -0.0084 -0.1345
H -3.22524 1.78888 -2.12801 0.1057 0.0261 -0.1110
H -4.94107 2.20000 -2.12532 -0.0702 0.1279 -0.0548
H -4.77207 0.63735 1.20963 0.0327 0.0799 0.0301
H -4.91389 2.16864 0.32429 -0.1058 -0.0149 0.0674
H 1.25240 2.36298 1.68470 -0.0358 0.0737 -0.1117
H 2.64507 4.53825 -0.76261 -0.1019 -0.0554 0.0700
H 2.85453 3.96148 0.91405 0.0042 0.0256 -0.0592
H 2.45029 2.01298 -1.37445 0.1383 -0.0061 -0.0739
H 4.07245 2.64200 -1.02404 -0.0441 -0.0660 -0.0442
H 3.40838 0.30683 -1.86846 0.0826 -0.0056 0.0177
H 5.01326 -0.33124 -1.44635 -0.1185 -0.0045 -0.1016
H 4.12651 -2.49987 -0.98191 -0.0959 0.0283 -0.0112
H 2.95354 -1.94526 -2.19861 0.2842 -0.0410 -0.0283
H -0.34182 -3.42263 -1.47117 -0.0049 -0.1344 -0.1378
H -2.01892 -4.91217 -0.37422 -0.0206 -0.0640 -0.0572
H -2.92509 -4.29652 1.83372 -0.0602 -0.0512 0.0434
H -2.17407 -2.22171 2.94931 -0.0479 0.0486 0.0873
H -0.51327 -0.76530 1.84749 0.0213 0.0977 0.0838
H 2.93749 -2.71343 1.54389 -0.0466 0.1118 0.0412
H 1.86608 -1.29832 1.66225 0.1571 -0.0548 0.2251
H 3.95455 -0.29880 2.17677 0.0723 -0.1691 -0.1038
H 4.85500 -1.34895 1.05029 -0.0340 0.0124 0.0491
```
Positions in Å, forces in eV/Å.

Computed properties:
**Calculated total energy**: -2149.4667 Eh
**HOMO-LUMO gap**: 9.03 eV
**HOMO level**: -0.3144 Ha

These are the Löwdin partial charges, in e, on atoms 1 to 4: -0.068 -0.422 -0.087 -0.167


The following is a quantum chemistry calculation of a structure of composition C28H56LuP2Si, from the Open Molecules 2025 dataset.

```
88
Properties=species:S:1:pos:R:3:forces:R:3
Lu -0.88957 -0.33154 -1.24829 -3.0117 -2.5294 4.2892
C -2.53560 1.70897 -0.38109 -0.2242 -1.0398 0.1843
C -3.16875 0.81242 -1.29125 -0.0783 -0.2179 0.7274
C -2.62922 -0.37256 0.61852 -0.2556 0.7707 -0.6266
C -2.22456 0.98857 0.80049 -0.2905 -0.5916 -0.9620
C -3.26890 -0.47296 -0.65740 0.4412 1.0173 0.4981
C -2.45547 3.18689 -0.50889 0.1545 0.4872 -0.1817
H -2.40431 3.50105 -1.56051 -0.0083 0.0097 0.2721
H -1.57338 3.58399 0.01375 -0.1699 -0.0055 -0.1693
H -3.33881 3.67337 -0.05973 0.2750 -0.1722 -0.1759
C -1.78369 1.57343 2.08206 0.6849 0.1871 0.7068
H -1.43186 2.60952 1.96848 -0.1209 -0.2959 0.0336
H -0.94990 0.98540 2.48799 -0.3864 0.3595 0.0484
H -2.58275 1.57324 2.84844 0.2391 -0.0260 -0.4092
C -2.47872 -1.43130 1.64462 0.1196 -0.4985 0.6032
H -3.13928 -1.27317 2.51808 0.1950 -0.0801 -0.3549
H -1.44056 -1.43627 2.01571 -0.3748 -0.1249 0.0278
H -2.68686 -2.42678 1.23095 0.0060 0.1655 0.1802
C -3.98214 -1.65835 -1.19012 -0.2378 -0.5581 -0.2402
H -4.92812 -1.35350 -1.65594 0.1680 -0.1732 0.0964
H -4.20185 -2.36735 -0.38324 -0.0567 0.1346 -0.2260
H -3.41382 -2.21302 -1.95362 -0.1233 0.0145 0.0216
C -3.94149 1.25486 -2.47871 -0.3820 0.1241 -0.4576
H -4.95779 1.55994 -2.17714 0.2540 -0.1116 -0.1190
H -4.04586 0.45706 -3.22470 -0.0121 0.2254 0.0648
H -3.48061 2.12778 -2.95741 -0.1580 -0.2139 0.0406
C 1.21956 0.53448 -1.66035 1.0398 2.2117 -1.3200
C 0.23289 1.47264 -1.92228 2.9218 1.5815 -0.4046
C -0.16489 1.88692 -3.32348 -0.2875 0.3743 -0.5645
C -1.06842 0.89358 -4.12021 -0.2329 0.3852 -0.4591
C -1.28141 -0.47969 -3.50553 -0.3179 -0.0965 -1.4732
C -0.21827 -1.36359 -3.29914 0.6363 -0.2233 -1.3034
C 1.19914 -0.98890 -3.75090 0.2770 -0.2289 -0.1874
C 2.02085 -0.10548 -2.77614 0.4743 -0.6207 -0.1327
H 0.72546 2.10267 -3.94434 -0.1090 -0.1763 0.4960
H -0.64103 0.77589 -5.13128 -0.0161 -0.0844 0.2522
H -0.69560 2.85313 -3.25192 0.1992 -0.4256 0.0530
H 2.55816 0.65755 -3.37095 -0.3070 -0.0134 0.3793
H 1.65304 0.44843 -0.64591 -0.6319 0.0583 -0.2992
H -0.08124 2.15183 -1.11117 0.1393 -0.5661 -0.1948
H 2.82604 -0.72098 -2.33599 -0.4336 0.2626 -0.0236
H 1.75677 -1.91868 -3.93394 -0.1474 0.2960 0.1292
H -0.43078 -2.44442 -3.33689 -0.0800 0.4679 0.2941
H 1.18625 -0.49853 -4.73794 -0.3095 -0.0662 0.2577
H -2.04212 1.37382 -4.30816 0.3724 -0.3180 0.2638
H -2.28485 -0.90586 -3.66336 0.3802 0.1268 0.2493
P 2.17677 3.07560 0.75797 0.1886 0.1460 0.2851
C 1.93376 3.88533 2.39264 -0.0897 0.0670 -0.0338
H 2.64634 4.71097 2.53309 -0.1670 -0.2197 0.0487
H 2.07419 3.14041 3.19089 -0.1410 0.2792 -0.1851
H 0.90922 4.28492 2.43336 0.3105 -0.1178 0.1618
C 3.93710 2.56250 0.95163 -0.0554 -0.0831 -0.0730
H 4.57039 3.42235 1.21290 -0.1122 -0.2589 -0.0088
H 4.28734 2.13953 -0.00025 0.0270 0.0346 0.2854
H 4.00409 1.79536 1.73875 0.0799 0.2127 -0.2825
C 2.42291 4.56765 -0.29208 -0.0988 -0.1212 -0.0695
H 2.67483 4.23942 -1.31087 -0.1233 0.2203 0.2078
H 3.24205 5.18670 0.09806 -0.2312 -0.0613 -0.1064
H 1.48760 5.14764 -0.31026 0.3430 -0.1050 -0.1124
P 0.92466 -3.24633 -0.52305 -0.5050 0.1197 -0.2725
C -0.31406 -4.49987 -1.03658 -0.0792 -0.0242 -0.1030
H 0.18570 -5.35338 -1.51221 -0.2456 0.0765 0.1298
H -1.02266 -4.04591 -1.74566 0.1645 -0.3118 0.1807
H -0.86217 -4.83969 -0.14620 0.0675 0.0755 -0.3383
C 2.30396 -3.61404 -1.67763 0.0818 0.1471 -0.0585
H 1.94378 -3.65197 -2.71380 0.1505 0.0658 0.2804
H 2.73722 -4.58726 -1.40987 -0.0594 0.2472 -0.1938
H 3.06997 -2.83117 -1.57787 -0.1199 -0.3356 -0.1456
C 1.59060 -4.04633 0.98002 0.0153 0.1007 0.1931
H 2.25115 -4.87513 0.69466 -0.1849 0.1487 0.1728
H 0.76135 -4.43047 1.59155 0.3601 0.2124 -0.0984
H 2.15993 -3.30458 1.55443 -0.0867 -0.3417 0.0041
C -0.36659 0.02517 4.70602 0.0030 0.1312 -0.0337
Si 0.93029 -0.87861 3.66680 -0.7331 -0.3785 0.9566
C 2.61975 -0.44998 4.38395 0.1569 0.0956 -0.2761
C 0.55570 -2.70742 3.94558 0.1360 -0.1453 -0.0248
C 0.83642 -0.49942 1.84027 1.5317 0.4058 -0.2687
H -0.30342 -0.36684 5.73447 0.0569 0.1246 -0.2947
H -1.39726 -0.14527 4.35850 0.3405 0.0257 0.1052
H -0.19286 1.11093 4.75191 -0.1061 -0.2607 -0.0021
H 2.68850 -0.78699 5.42952 -0.1029 0.0517 -0.2988
H 3.42909 -0.93013 3.81789 -0.1057 0.0816 0.1527
H 2.80051 0.63451 4.37072 -0.0452 -0.2360 0.0039
H -0.19857 -3.07646 3.23821 0.1125 0.0710 0.1646
H 1.45121 -3.33354 3.83982 -0.2053 0.0750 0.0332
H 0.15840 -2.86404 4.95991 0.1522 0.0934 -0.2629
H 0.86103 0.55617 1.52555 -0.3003 -0.3222 -0.0114
H 1.49612 -1.10485 1.18610 -0.5947 0.2121 0.3047
```
Positions in Å, forces in eV/Å.

Computed properties:
**Calculated total energy**: -3307.8858 Eh
**HOMO-LUMO gap (spin up / spin down)**: 5.55 / 6.97 eV
**Net charge**: +1
**HOMO level (spin up / spin down)**: -0.3456 / -0.3870 Ha

These are the Löwdin partial charges, in e, on atoms 1 to 4: 1.574 -0.285 -0.323 -0.314


The following is a quantum chemistry calculation of a cluster of 2 separate species, C4H11N3O in total, from the Open Molecules 2025 dataset.

```
19
Properties=species:S:1:pos:R:3:forces:R:3
C -0.31070 -0.56692 -0.96380 0.2199 0.0254 -0.6014
C -0.84330 0.81554 -0.57696 0.7029 -0.9242 0.3435
C -1.15372 0.87790 0.91860 -0.6187 1.0567 -0.9975
N -2.37171 0.13933 1.31139 0.4078 0.1137 -0.0927
N 0.70723 -1.11462 -0.07907 0.7411 -0.3128 0.1206
C 2.04548 -0.52084 0.04544 -0.7873 0.5271 0.3539
N 2.05469 0.78954 0.09459 -0.0005 0.2361 0.1333
O 2.97703 -1.35582 0.14942 0.0959 -0.2126 0.0574
H -1.13366 -1.29006 -1.00127 -0.0866 0.0146 0.2292
H 0.05467 -0.53260 -2.00626 -0.0262 0.2159 0.0275
H -1.67227 1.04501 -1.24606 -0.3944 0.0820 0.2927
H -0.05467 1.54344 -0.74498 0.1192 -0.0317 -0.0779
H -0.25567 0.59752 1.46021 0.0928 -0.0376 0.0676
H -1.34120 1.94747 1.06394 -0.0941 -0.0704 0.5564
H -2.61030 0.45885 2.24274 -0.1076 -0.2668 0.0844
H -2.10970 -0.83814 1.38577 -0.1328 -0.0535 0.1072
H 0.95927 -2.05978 -0.34309 -0.4770 -0.1426 0.0525
H 3.00428 1.08228 0.31230 0.0861 -0.1241 -0.1940
H 2.05426 -1.01811 -2.02292 0.2596 -0.0953 -0.4627
```
Positions in Å, forces in eV/Å.

Computed properties:
**2S+1**: 2
**Calculated total energy**: -398.4498 Eh
**HOMO-LUMO gap (spin up / spin down)**: 7.71 / 7.03 eV
**Net charge**: -1
**HOMO level (spin up / spin down)**: -0.1336 / -0.1305 Ha

These are the Löwdin partial charges, in e, on atoms 1 to 4: -0.294 -0.229 -0.309 -0.019


The following is a quantum chemistry calculation of the molecule C3H7NO, from the Open Molecules 2025 dataset.

```
12
Properties=species:S:1:pos:R:3:forces:R:3
C 0.40104 0.23095 1.87167 -0.0167 0.0107 -0.0457
N -0.17598 0.20582 0.53193 -0.0940 0.0914 -0.3831
C 0.23911 -0.31692 -0.64995 -0.4050 0.2921 -0.6800
C -0.70937 0.30799 -1.76751 0.4546 -0.3568 -0.1936
O 1.14441 -1.09548 -0.86462 -0.4139 0.3935 0.1309
H 1.48978 0.10720 1.84841 -0.2677 -0.0292 -0.2422
H -0.01270 -0.53715 2.53898 0.0253 0.0777 -0.3221
H 0.18429 1.20682 2.31870 0.0589 -0.1750 -0.1021
H -0.90379 0.81482 0.20221 -0.2277 0.5503 1.7338
H -1.53233 -0.36679 -2.03230 0.3958 -0.1254 0.0331
H -0.09081 0.48840 -2.64005 -0.0086 -0.1998 -0.2282
H -1.19773 1.28198 -1.54691 0.4989 -0.5296 0.2992
```
Positions in Å, forces in eV/Å.

Computed properties:
**Calculated total energy**: -248.4957 Eh
**HOMO-LUMO gap**: 10.59 eV
**HOMO level**: -0.3588 Ha

These are the Löwdin partial charges, in e, on atoms 1 to 4: -0.061 -0.013 -0.527 -0.013


The following is a quantum chemistry calculation of a structure of composition C2H3NO, from the Open Molecules 2025 dataset.

```
7
Properties=species:S:1:pos:R:3:forces:R:3
C -0.58767 0.50666 0.31531 2.4141 -0.9126 1.1860
C 0.23840 -0.62482 -0.16617 -2.3421 -5.0013 -3.8280
N 0.70417 0.62597 -0.46026 0.5708 1.6624 -1.3176
O 1.46177 -0.38432 0.35785 0.0733 0.2648 1.2817
H -1.34745 0.80413 -0.37326 -0.8114 0.2799 0.2642
H -0.45668 0.72475 1.38774 -0.7685 0.2228 -0.6390
H -0.01254 -1.65238 -1.06121 0.8638 3.4840 3.0528
```
Positions in Å, forces in eV/Å.

Computed properties:
**Calculated total energy**: -207.8081 Eh
**HOMO-LUMO gap**: 11.39 eV
**HOMO level**: -0.3799 Ha

These are the Löwdin partial charges, in e, on atoms 1 to 4: -0.032 -0.449 0.045 -0.005


One value per record, in order, for relative energy (zero: lowest compared OMol25 entry of this formula, charge and spin): 284.9 0.0 89.9 0.0 19.3 119.0 kcal per mole.
One value per record, in order, for strongest force on any atom: 13.5 1.6 5.8 1.6 1.8 6.7 eV/A.